1.
DFT (the ωB97M-V functional and the def2-TZVPD basis) results for a 5-piece molecular cluster, C2H13NO4 overall at a distorted geometry.

The geometry in XYZ format:
```
20
Properties=species:S:1:pos:R:3:lowdin_charge:R:1
C 1.420 -3.062 0.863 -0.0258
C 2.245 -2.036 0.514 -0.2807
N 2.334 -0.777 1.188 0.0157
H 0.634 -3.070 1.633 0.0494
H 1.286 -3.759 0.044 0.0357
H 2.897 -2.299 -0.305 0.0831
H 1.547 -0.229 1.048 0.0241
H 3.127 -0.130 0.924 0.1011
H 0.160 4.276 2.710 0.0565
H 0.778 4.941 1.480 0.0064
O 0.444 4.116 1.779 -0.0607
H 0.370 0.212 -2.593 0.0446
H -0.978 0.289 -2.955 -0.0116
O -0.213 -0.141 -3.316 -0.0793
H -3.539 0.091 -0.131 0.0000
H -4.423 -0.283 -1.162 0.0032
O -3.885 -0.687 -0.536 -0.0146
H -1.551 1.641 -0.207 0.0145
H -1.349 -0.001 -0.248 0.1079
O -1.304 0.908 -0.730 -0.0696
```

Computed properties:
2S+1: 1
Total charge: 0
E_HOMO in eV: -8.684
LUMO level in eV: 0.24
Frontier orbital gap in eV: 8.919

2.
DFT (the ωB97M-V functional and the def2-TZVPD basis) results for a 5-piece molecular cluster, C2H13O4S overall at a distorted geometry.

The geometry in XYZ format:
```
20
Properties=species:S:1:pos:R:3:lowdin_charge:R:1
C -1.318 -3.018 0.014 -0.2682
C -1.019 -1.581 0.059 -0.7686
S 0.761 -1.306 0.416 0.4222
H -2.378 -3.180 -0.310 0.0726
H -1.176 -3.366 1.055 0.0553
H -0.481 -3.480 -0.565 0.0576
H -1.724 -0.888 0.578 0.0443
H -1.231 -1.134 -0.943 0.0521
H 2.805 -0.850 -1.349 0.0838
H 1.735 0.313 -1.213 -0.0845
O 2.431 0.052 -1.839 -0.2177
H -1.837 1.212 1.120 -0.0278
H -0.736 2.148 1.536 0.0181
O -1.713 2.079 1.434 -0.0644
H 2.078 1.728 0.934 0.0362
H 1.098 0.609 0.659 -0.1292
O 1.136 1.594 0.947 -0.1927
H 0.763 3.037 -0.042 -0.0023
H 0.217 2.663 -1.528 0.0362
O 0.588 3.369 -0.961 -0.1230
```

Computed properties:
2S+1: 1
Total charge: -1
E_HOMO in eV: -3.688
LUMO level in eV: 3.63
Frontier orbital gap in eV: 7.319

3.
DFT (the ωB97M-V functional and the def2-TZVPD basis) results for a 4-piece molecular cluster, C2H14N2O3 overall at a distorted geometry.

The geometry in XYZ format:
```
21
Properties=species:S:1:pos:R:3:lowdin_charge:R:1
N -2.462 -1.668 0.424 -0.0108
C -1.593 -1.462 -0.748 -0.2984
C -0.707 -0.239 -0.532 -0.3017
N 0.326 -0.069 -1.561 0.0111
H -2.725 -0.759 0.780 0.0543
H -3.310 -2.117 0.107 0.0612
H -0.906 -2.313 -0.892 0.1119
H -2.154 -1.386 -1.685 0.1012
H -0.323 -0.323 0.501 0.1165
H -1.334 0.648 -0.552 0.1072
H 1.059 -0.761 -1.479 0.0873
H 0.770 0.799 -1.278 0.0350
H -0.686 -0.498 -3.477 -0.0163
H -1.699 0.094 -4.358 0.0288
O -0.959 -0.528 -4.415 -0.0884
H 3.328 1.557 6.669 0.0335
H 3.615 0.032 6.762 0.0311
O 3.988 0.876 6.488 -0.0646
H 2.273 3.264 0.163 0.0441
H 1.278 2.339 -0.474 0.0091
O 2.223 2.514 -0.442 -0.0520
```

Computed properties:
2S+1: 1
Total charge: 0
E_HOMO in eV: -9.695
LUMO level in eV: 0.46
Frontier orbital gap in eV: 10.156

4.
DFT (the ωB97M-V functional and the def2-TZVPD basis) results for a 4-piece molecular cluster, C2H14N2O3 overall.

The geometry in XYZ format:
```
21
Properties=species:S:1:pos:R:3:lowdin_charge:R:1
C 0.237 0.403 1.208 -0.1362
N 0.935 1.610 0.788 -0.1327
C 0.136 2.475 -0.065 -0.3378
N 0.040 2.020 -1.447 0.0081
H 0.800 -0.113 1.983 0.0834
H -0.796 0.556 1.483 0.0592
H 0.176 -0.267 0.343 0.0387
H 1.358 2.113 1.550 0.0896
H 0.626 3.441 -0.066 0.1041
H -0.882 2.608 0.313 0.1119
H 0.974 1.813 -1.783 0.0577
H -0.539 1.189 -1.493 0.0548
H 1.354 -0.814 -1.712 0.0432
H 2.404 -1.494 -0.838 0.0658
O 1.641 -1.680 -1.398 -0.0438
H -1.847 -1.783 0.383 -0.0151
H -3.359 -1.576 0.669 0.0315
O -2.491 -1.188 0.814 -0.0859
H -0.316 -3.721 0.262 0.0600
H 0.171 -2.610 -0.713 0.0082
O -0.621 -2.982 -0.279 -0.0648
```

Computed properties:
2S+1: 1
Total charge: 0
E_HOMO in eV: -8.825
LUMO level in eV: 0.54
Frontier orbital gap in eV: 9.366

5.
DFT (the ωB97M-V functional and the def2-TZVPD basis) results for C2H14N2Si3 as an isolated structure at a distorted geometry.

The geometry in XYZ format:
```
21
Properties=species:S:1:pos:R:3:lowdin_charge:R:1
C 1.245 0.118 -1.427 -0.1812
C 2.657 -0.291 0.473 -0.1505
N 1.360 0.008 0.014 -0.4510
N -1.667 -0.136 0.158 -0.5357
Si -2.937 0.898 -0.411 0.3907
Si -1.281 -1.705 0.708 0.3385
Si 0.256 1.069 0.741 0.6826
H 1.866 -0.718 -1.901 0.1083
H 0.225 0.027 -1.851 0.0681
H 1.714 1.128 -1.684 0.0889
H 2.521 -0.221 1.549 0.0759
H 2.834 -1.311 0.336 0.0690
H 3.434 0.410 0.180 0.0919
H -2.102 1.725 -1.376 -0.0882
H -3.494 1.626 0.832 -0.0677
H -3.774 0.272 -1.410 -0.1057
H -2.641 -2.293 1.165 -0.0701
H -0.338 -2.548 -0.178 -0.0709
H -0.569 -1.679 1.969 -0.1111
H 0.468 2.223 -0.070 -0.0413
H 0.222 1.399 2.182 -0.0403
```

Computed properties:
2S+1: 1
Total charge: 0
E_HOMO in eV: -8.850
LUMO level in eV: 0.19
Frontier orbital gap in eV: 9.044

6.
DFT (the ωB97M-V functional and the def2-TZVPD basis) results for a 2-piece molecular cluster, C2H14N2Si3 overall at a distorted geometry.

The geometry in XYZ format:
```
21
Properties=species:S:1:pos:R:3:lowdin_charge:R:1
C -0.265 -3.073 -0.822 -0.1716
C 0.202 -1.558 -2.497 -0.1666
N 0.491 -1.930 -1.157 -0.4472
N -0.670 2.768 1.785 -0.4744
Si -1.015 3.852 2.984 0.3068
Si -0.714 2.170 0.257 0.6110
Si 1.563 -1.079 -0.197 0.5320
H -0.185 -3.877 -1.659 0.1183
H 0.154 -3.532 0.076 0.0643
H -1.335 -2.863 -0.643 0.0886
H 0.802 -2.010 -3.271 0.0823
H -0.723 -1.890 -2.789 0.0514
H 0.491 -0.519 -2.544 0.0552
H -2.096 3.347 3.996 -0.0986
H -1.636 5.150 2.414 -0.0818
H 0.127 3.743 3.864 -0.1078
H 2.400 -0.100 -1.070 -0.0354
H 0.157 2.934 -0.674 -0.0774
H -1.211 0.804 0.244 -0.0944
H 2.190 -2.150 0.627 -0.0696
H 1.273 -0.184 1.076 -0.0848
```

Computed properties:
2S+1: 1
Total charge: 0
E_HOMO in eV: -8.793
LUMO level in eV: -0.69
Frontier orbital gap in eV: 8.102

7.
DFT (the ωB97M-V functional and the def2-TZVPD basis) results for C2H14N4O5Rb as an isolated structure at a distorted geometry.

The geometry in XYZ format:
```
26
Properties=species:S:1:pos:R:3:lowdin_charge:R:1
Rb -0.866 -0.605 0.571 1.7567
C 2.135 -0.691 0.281 -0.7567
O 1.031 -0.724 -0.229 -0.2829
N 2.504 0.271 1.048 0.1828
N 3.186 -1.463 0.147 0.1942
H 1.828 1.006 0.894 0.1296
H 3.326 0.429 1.612 0.1393
H 3.109 -2.336 -0.355 0.1334
H 3.880 -1.269 0.855 0.1223
C -0.580 0.704 -1.947 -0.7916
O -1.267 -0.187 -1.583 -0.1548
N 0.404 0.473 -2.773 0.1758
N -0.536 1.988 -1.514 0.1657
H 0.671 -0.457 -3.063 0.1354
H 1.003 1.265 -2.956 0.1117
H 0.084 2.557 -2.071 0.1137
H -1.251 2.310 -0.877 0.0763
O -0.661 -0.870 2.828 -0.2432
H -0.686 -1.827 2.822 0.0424
H -1.343 -0.616 3.450 0.0575
O -1.833 1.527 0.611 -0.2070
H -2.506 2.205 0.540 0.0891
H -2.200 0.888 1.222 -0.0186
O -2.852 -1.505 -0.096 -0.2254
H -3.073 -0.875 0.589 -0.0166
H -3.506 -2.198 -0.005 0.0709
```

Computed properties:
2S+1: 1
Total charge: +1
E_HOMO in eV: -12.590
LUMO level in eV: -3.18
Frontier orbital gap in eV: 9.409

8.
DFT (the ωB97M-V functional and the def2-TZVPD basis) results for a 4-piece molecular cluster, C2H14NO3 overall at a distorted geometry.

The geometry in XYZ format:
```
20
Properties=species:S:1:pos:R:3:lowdin_charge:R:1
C 1.276 0.724 0.164 0.0288
C 0.076 1.320 0.825 -0.1641
N -0.992 0.371 1.195 0.1703
H 1.907 1.455 -0.328 0.1194
H 1.105 -0.216 -0.385 0.1145
H 1.879 0.289 1.049 0.1932
H -0.298 2.116 0.139 0.1890
H 0.375 1.873 1.736 0.1817
H -0.558 -0.386 1.787 0.1084
H -1.696 0.850 1.778 0.1919
H -1.446 0.091 0.284 0.1262
H -2.148 -0.937 -1.791 0.1387
H -0.709 -0.494 -2.034 0.0258
O -1.359 -0.575 -1.324 0.0613
H -0.119 -1.628 3.417 0.1122
H 1.057 -2.162 2.532 0.1052
O 0.491 -1.378 2.681 -0.0413
H 1.578 0.187 -3.392 0.1255
H 0.213 -0.031 -4.178 0.1274
O 0.625 -0.037 -3.287 0.0859
```

Computed properties:
2S+1: 2
Total charge: +2
E_HOMO (spin up / spin down) in eV: -19.933 / -19.264
Expectation value of S²: 0.754
LUMO level (spin up / spin down) in eV: -6.61 / -15.45
Frontier orbital gap (spin up / spin down) in eV: 13.326 / 3.810

9.
DFT (the ωB97M-V functional and the def2-TZVPD basis) results for a 4-piece molecular cluster, C2H14NO3S overall at a distorted geometry.

The geometry in XYZ format:
```
21
Properties=species:S:1:pos:R:3:lowdin_charge:R:1
C -0.554 -0.890 1.366 -0.3847
C 0.780 -1.783 1.602 -0.4837
S 0.218 -3.233 0.571 0.6125
N -0.674 -0.212 0.027 0.0678
H -0.534 -0.097 2.115 0.0826
H -1.431 -1.365 1.854 0.1066
H 0.943 -2.039 2.640 0.0649
H 1.612 -1.267 1.128 0.0459
H 1.062 -3.958 1.241 -0.1960
H -1.151 0.681 0.415 0.0971
H -1.254 -0.850 -0.653 0.0712
H 0.266 -0.091 -0.334 0.0789
H 0.200 2.837 -2.514 0.0108
H -0.823 1.902 -3.076 0.0222
O -0.751 2.684 -2.494 -0.1238
H 2.768 0.172 -2.995 0.0304
H 2.997 0.238 -1.646 0.0301
O 2.217 0.049 -2.204 -0.1217
H -1.444 2.750 0.553 0.0465
H -2.709 2.292 1.105 0.0678
O -1.737 2.182 1.300 -0.1255
```

Computed properties:
2S+1: 2
Total charge: 0
E_HOMO (spin up / spin down) in eV: -3.061 / -9.153
Expectation value of S²: 0.751
LUMO level (spin up / spin down) in eV: 0.57 / 0.22
Frontier orbital gap (spin up / spin down) in eV: 3.633 / 9.372

10.
DFT (the ωB97M-V functional and the def2-TZVPD basis) results for a 5-piece molecular cluster, C2H14NO4 overall at a distorted geometry.

The geometry in XYZ format:
```
21
Properties=species:S:1:pos:R:3:lowdin_charge:R:1
C 1.211 -0.284 0.161 0.0402
C 1.923 -0.859 1.221 0.3408
N -0.160 -0.002 0.118 0.1815
H 1.833 0.192 -0.591 0.1565
H 2.973 -1.137 1.124 0.1391
H 1.430 -1.150 2.148 0.1323
H -0.707 -0.862 0.400 0.1456
H -0.440 0.827 0.875 0.1328
H -0.481 0.263 -0.821 0.1790
H -3.268 -0.653 0.667 0.0864
H -2.677 -2.026 1.230 0.0842
O -2.490 -1.222 0.736 -0.0292
H -0.108 2.828 1.532 0.1364
H -1.248 1.971 2.240 0.1337
O -0.776 2.123 1.392 0.0413
H -0.247 -2.576 -2.836 0.0580
H 0.616 -2.685 -1.512 -0.0009
O -0.140 -3.024 -1.988 -0.0261
H 1.625 2.955 -1.774 0.0641
H 0.306 2.915 -2.480 0.0672
O 0.826 2.406 -1.842 -0.0630
```

Computed properties:
2S+1: 2
Total charge: +2
E_HOMO (spin up / spin down) in eV: -18.047 / -17.995
Expectation value of S²: 0.752
LUMO level (spin up / spin down) in eV: -10.01 / -13.72
Frontier orbital gap (spin up / spin down) in eV: 8.033 / 4.272